Molecular formula: C11H36N12O13Zn
Method: DFT, the ωB97M-V functional and the def2-TZVPD basis

Properties
HOMO-LUMO gap: 2.33 eV
Largest force on an atom: 9.3 eV/A
Lowest unoccupied orbital energy: -0.2387 Eh
ΔE to the lowest compared entry with this formula, charge and spin: 293.1 kcal per mole

```
73
Properties=species:S:1:pos:R:3:forces:R:3
Zn -0.62543 -4.66584 -1.71479 0.01 -0.10 -0.05
C -0.25199 -0.86084 -0.08200 0.84 3.35 1.19
O 0.44461 -1.34492 -0.98056 0.71 -0.62 -0.80
O -0.01194 0.21380 0.51017 -0.31 -1.57 -0.61
O -1.23255 -1.58486 0.04360 -1.25 -1.06 0.26
C 3.32083 -6.01337 -5.56330 -0.49 1.23 0.44
O 2.49340 -5.96759 -4.71706 -2.60 0.38 2.77
N 3.88694 -7.09328 -5.96444 2.10 -4.23 -1.55
N 3.80243 -4.96146 -6.19206 0.80 3.13 -1.46
H 3.76947 -7.93931 -5.42543 0.10 0.10 -0.54
H 4.43978 -6.99998 -6.80454 0.08 -1.07 0.45
H 3.32916 -4.07885 -6.06121 0.29 -0.22 -0.28
H 4.48742 -5.10360 -6.92054 -0.29 0.69 0.19
C 6.52473 0.94397 -0.79519 2.10 1.06 -0.67
O 7.70292 1.20076 -1.06595 -0.93 -1.29 -0.16
N 5.84589 1.74005 -0.00889 -1.59 2.15 2.23
N 5.74122 -0.03237 -1.27335 0.29 -2.49 -1.64
H 4.85673 1.58771 0.12706 0.38 0.45 0.25
H 6.33359 2.53760 0.37342 -0.39 -0.13 -0.06
H 4.81239 -0.25781 -0.94688 0.45 0.23 0.15
H 6.26194 -0.79046 -1.69079 -0.32 0.02 -0.11
C 2.36925 5.52764 4.31475 0.19 1.64 3.18
O 2.60192 6.64702 4.70459 0.87 0.89 1.08
N 2.39758 4.37537 5.00148 0.28 -1.77 0.33
N 1.89220 5.34698 3.13376 -1.60 -0.57 -5.10
H 2.54864 4.22907 5.98935 0.02 0.32 -0.48
H 2.06681 3.65123 4.37993 0.25 -0.66 1.33
H 1.72403 6.18154 2.59034 0.03 -0.41 -0.07
H 1.61443 4.43511 2.79991 -0.04 0.59 -0.28
C -1.79223 5.13789 -2.56345 1.92 1.72 -3.59
O -1.79176 5.87906 -3.52387 -0.63 0.98 -0.61
N -2.80611 4.51468 -2.07671 -4.11 -1.27 1.38
N -0.67590 4.69386 -2.03627 2.65 -0.80 2.10
H -3.63242 4.55206 -2.65628 -0.27 -0.15 0.89
H -2.66703 4.06959 -1.18080 -1.15 -0.09 -0.38
H 0.17918 4.85340 -2.54954 -0.13 -0.25 0.40
H -0.90664 3.86682 -1.50440 1.72 -0.14 -0.17
C 4.09492 -2.45310 5.38947 5.41 -2.82 2.53
O 5.19404 -2.92956 5.67991 0.04 -0.64 0.75
N 3.92212 -1.93181 4.27662 -0.90 4.17 -8.28
N 3.04966 -2.46967 6.11013 -4.02 -0.57 4.22
H 4.67755 -1.93261 3.60623 -0.14 0.21 0.32
H 3.10792 -1.36642 4.08299 0.26 -0.25 -0.30
H 3.10263 -3.12252 6.87894 -0.62 0.56 0.19
H 2.23885 -1.93563 5.83176 -0.06 -0.66 0.59
C 0.92882 0.56576 -7.26209 0.62 1.60 -1.70
O 0.39887 0.87355 -8.31612 0.20 -0.45 -0.17
N 0.30365 0.31633 -6.15047 -2.79 -1.03 3.08
N 2.25049 0.61354 -7.00499 2.28 -0.07 -1.15
H 0.84146 0.06666 -5.33285 -0.72 0.08 -0.09
H -0.69834 0.43946 -6.11921 0.30 -0.20 0.17
H 2.63252 0.39639 -6.09560 0.04 0.05 -0.53
H 2.85432 0.66621 -7.81289 0.09 0.01 0.39
C -3.39727 1.91475 5.07809 -0.55 0.26 1.28
C -3.40171 0.42205 5.31562 -1.23 0.91 1.14
O -2.10901 0.01471 5.03962 1.24 -1.22 -0.19
O -3.53699 2.18090 3.74661 -0.01 0.62 -2.63
H -2.43607 2.26659 5.45279 0.13 0.19 0.27
H -4.17439 2.54120 5.51599 -0.17 -0.53 0.55
H -4.14763 -0.11136 4.72642 -0.10 0.14 -0.30
H -3.65680 0.22918 6.35766 0.42 -0.22 0.13
H -1.88673 0.37880 4.17962 0.28 -0.28 -0.08
H -2.84133 1.75449 3.24080 0.02 0.13 -0.20
C -8.14662 -2.34740 0.82864 0.87 -0.72 -1.31
C -9.23314 -2.59463 -0.24630 0.41 1.43 1.60
O -10.20851 -3.52565 0.14998 0.27 -0.97 -0.90
O -7.07707 -3.38023 0.79007 -1.38 1.17 0.18
H -8.54814 -2.22934 1.83508 -0.09 -0.26 0.02
H -7.68683 -1.40621 0.52720 0.08 0.22 0.19
H -8.71485 -2.72361 -1.19648 -0.32 -1.30 0.00
H -9.71219 -1.63251 -0.42781 -0.20 0.40 0.25
H -10.77063 -3.17362 0.84402 0.20 0.28 -0.06
H -6.26705 -2.86539 0.81049 0.15 -0.25 0.04
```
Positions in Å, forces in eV/Å.